No. 1
Below is a structure of composition C16H8Co2N2O10 in a non-equilibrium geometry, with properties calculated with ωB97M-V/def2-TZVPD.

```
38
C16H8Co2N2O10 | the OMol25 dataset | ωB97M-V/def2-TZVPD
Co -1.478 -1.726 5.715
O -3.281 0.268 9.877
C -0.675 -0.572 0.662
O -0.871 2.057 6.343
O -0.636 -1.707 8.492
H -0.875 1.579 0.583
O -5.342 1.454 6.508
C -1.655 1.247 6.580
O 3.801 1.284 0.042
C -3.128 0.150 8.739
C 0.185 -1.663 0.431
H -4.189 -1.571 5.299
C -0.907 -3.449 5.662
C -4.359 0.873 6.695
C -0.029 -0.921 5.076
H -0.251 -2.664 0.446
O -4.255 -0.430 0.472
Co -2.856 0.008 7.006
C 1.516 -1.480 0.073
O 0.907 -0.403 4.641
H 2.197 -2.305 -0.141
O -2.842 1.196 0.219
C 1.142 0.966 0.141
H -1.336 -1.634 2.671
O -0.491 -4.526 5.714
H -3.326 -1.529 2.483
N -3.073 0.003 0.518
H 1.526 1.974 -0.028
C -2.063 -0.881 1.031
C -1.211 -1.472 7.499
C 2.003 -0.149 -0.014
C -2.385 -1.070 4.316
O 4.199 -0.887 -0.027
H -2.338 -1.902 0.698
N 3.413 0.090 -0.010
C -2.356 -1.234 2.951
C -3.193 -1.099 5.454
C -0.195 0.746 0.534
```

Computed properties:
**Charge**: -2
**HOMO-LUMO gap**: 4.54 eV
**Energy above the lowest of the compared OMol25 structures with the same formula, charge and spin**: 65.89 kcal/mol
**HOMO level**: -0.009 Eh
**LUMO level**: 4.3 eV
**Total energy**: -4241.64547 Ha

These are the Löwdin partial charges, in e, on atoms 1 to 2: atom 1 (Co): 0.02, atom 2 (O): 0.08

=====

No. 2
Below is an isolated molecule of C16H8F4N6S in a non-equilibrium geometry, with properties calculated with ωB97M-V/def2-TZVPD.

```
35
C16H8F4N6S | the OMol25 dataset | ωB97M-V/def2-TZVPD
C -4.726 -0.629 -1.533
C 2.917 0.607 -0.519
N -2.006 -4.006 3.024
C 1.836 -0.183 0.066
H 0.258 -3.025 -0.448
H -1.686 -0.566 -0.173
N -2.464 -2.668 1.452
C -5.313 -1.670 -0.789
F -5.393 -0.053 -2.542
H 4.785 3.410 -0.715
N 1.294 0.225 1.182
H 5.551 1.798 -2.614
N 1.460 -1.327 -0.547
C 4.764 1.576 -1.913
F 0.100 1.323 3.353
C 0.355 -0.505 1.809
S 3.861 0.087 -1.926
H -6.337 -1.971 -1.081
N -2.931 -3.633 2.263
H -5.121 -3.066 0.857
C -0.254 0.014 3.132
C -3.450 -0.259 -1.235
C -2.701 -0.919 -0.254
N -0.840 -3.348 2.751
H 2.750 2.401 0.666
C -3.252 -1.984 0.482
C -1.094 -2.577 1.741
H -3.022 0.583 -1.811
C 4.356 2.457 -0.923
C 3.246 1.898 -0.118
C 0.547 -2.094 0.019
C -0.042 -1.719 1.217
F -1.631 -0.059 3.060
C -4.606 -2.333 0.275
F 0.121 -0.712 4.244
```

Computed properties:
**HOMO-LUMO gap**: 8.44 eV
**Energy above the lowest of the compared OMol25 structures with the same formula, charge and spin**: 0.00 kcal/mol
**HOMO level**: -0.338 Eh
**LUMO level**: -0.8 eV
**Total energy**: -1740.66790 Ha

These are the Löwdin partial charges, in e, on atoms 1 to 2: atom 1 (C): -0.30, atom 2 (C): -0.45

=====

No. 3
Below is a structure of composition C16H9CuNO8 in a non-equilibrium geometry, with properties calculated with ωB97M-V/def2-TZVPD.

```
35
C16H9CuNO8 | the OMol25 dataset | ωB97M-V/def2-TZVPD
H 18.227 4.826 24.815
O 19.517 -2.076 20.413
C 20.391 1.513 20.521
H 17.969 6.834 19.406
C 17.450 1.960 23.328
N 16.438 3.873 23.842
O 22.363 5.524 19.508
O 18.102 7.965 17.277
C 19.154 7.337 17.730
O 22.338 2.630 19.577
O 20.674 7.896 15.907
C 21.739 1.515 19.600
H 18.932 0.108 21.484
H 23.163 0.206 18.545
C 21.586 -0.968 19.423
C 21.444 6.109 18.914
H 15.446 2.708 22.482
C 22.226 0.150 19.079
O 19.884 5.272 20.539
H 17.727 0.976 22.980
H 15.777 4.636 23.893
Cu 18.247 3.571 21.667
C 16.312 2.749 23.127
O 22.220 -2.015 19.121
O 20.220 2.601 20.958
C 17.724 3.964 24.401
H 22.634 6.896 17.263
C 21.637 6.857 17.678
C 18.291 2.635 24.193
H 19.218 2.165 24.487
C 20.506 7.385 17.077
C 19.725 0.214 20.759
C 20.002 6.030 19.581
C 18.942 6.786 18.940
C 20.263 -0.984 20.268
```

Computed properties:
**Charge**: -4
**HOMO-LUMO gap (spin up / spin down)**: 3.52 / 5.14 eV
**Spin multiplicity**: 2
**HOMO level (spin up / spin down)**: 0.197 / 0.136 Eh
**LUMO level (spin up / spin down)**: 8.9 / 8.8 eV
**Total energy**: -2911.78431 Ha

These are the Löwdin partial charges, in e, on atoms 1 to 2: atom 1 (H): 0.06, atom 2 (O): -0.19

=====

No. 4
Below is a structure of composition C16H9F5HfN3S5, with properties calculated with ωB97M-V/def2-TZVPD.

```
39
C16H9F5HfN3S5 | the OMol25 dataset | ωB97M-V/def2-TZVPD
H 1.333 3.582 -4.610
S 0.131 0.508 5.073
C 0.004 0.323 3.482
C 1.068 2.392 -1.599
C 0.957 3.265 -3.653
F -1.619 -1.710 0.735
C -0.288 3.279 -3.156
S 1.761 1.784 -0.152
C 3.230 2.524 -2.798
H -1.222 3.587 -3.593
N 1.781 2.720 -2.680
C -2.553 -3.747 0.032
S 1.015 -0.824 2.563
C -0.685 -2.742 -1.172
F 0.135 -3.895 -3.050
S -1.118 1.262 2.476
C -3.809 2.049 0.049
S 0.494 -1.448 -1.356
H 3.744 3.047 -1.995
H -3.095 0.032 0.119
Hf -0.052 0.088 0.575
F -1.662 -5.862 -2.735
H -4.168 4.159 -0.125
F -3.423 -3.678 1.032
C -1.617 -2.759 -0.163
F -3.450 -5.783 -0.709
C -2.566 -4.810 -0.851
H -4.770 1.807 0.478
C -1.648 -4.844 -1.888
H 3.463 1.464 -2.744
C -3.476 3.345 -0.301
C -1.388 2.533 -1.080
N -1.652 1.292 -0.662
C -0.726 -3.825 -2.040
C -2.250 3.589 -0.905
C -2.871 1.056 -0.149
H 3.550 2.924 -3.754
H -1.963 4.580 -1.230
N -0.215 2.731 -1.873
```

Computed properties:
**Charge**: +1
**HOMO-LUMO gap**: 6.65 eV
**Energy above the lowest of the compared OMol25 structures with the same formula, charge and spin**: 4.07 kcal/mol
**HOMO level**: -0.397 Eh
**LUMO level**: -4.1 eV
**Total energy**: -3317.54817 Ha

These are the Löwdin partial charges, in e, on atoms 1 to 2: atom 1 (H): 0.14, atom 2 (S): 0.65

=====

No. 5
Below is a structure of composition C16H9F5N3SY, with properties calculated with ωB97M-V/def2-TZVPD.

```
35
C16H9F5N3SY | the OMol25 dataset | ωB97M-V/def2-TZVPD
C -2.378 2.090 -1.171
C 2.674 -1.639 -0.045
H -2.382 -0.965 0.022
C 4.942 -1.274 -0.727
C 4.485 -0.368 -1.693
C -3.968 3.822 -0.900
H 6.001 -1.473 -0.624
H 4.383 -2.601 0.851
C -3.623 2.598 -1.464
C 4.044 -1.905 0.095
F -5.145 4.349 -1.151
C -3.062 4.477 -0.074
N 1.813 -2.303 0.807
H 2.746 0.557 -2.499
H 2.304 -2.914 1.443
C -2.229 -2.280 1.691
C -1.817 3.917 0.193
F -3.386 5.635 0.459
H -3.286 -2.258 1.908
N 2.229 -0.779 -0.975
Y 0.102 -0.104 -1.344
F -0.979 4.565 0.982
F -4.455 1.940 -2.253
C -1.337 -3.032 2.464
C 0.454 -2.266 1.068
C -1.724 -1.564 0.646
H 5.166 0.153 -2.349
C -1.439 2.695 -0.356
H 0.705 -3.596 2.746
C 0.000 -3.025 2.156
N -0.398 -1.552 0.317
C 3.142 -0.152 -1.773
H -1.695 -3.612 3.303
F -2.039 0.852 -1.756
S 0.154 2.013 0.002
```

Computed properties:
**Charge**: +2
**HOMO-LUMO gap**: 7.06 eV
**Energy above the lowest of the compared OMol25 structures with the same formula, charge and spin**: 1.05 kcal/mol
**HOMO level**: -0.535 Eh
**LUMO level**: -7.5 eV
**Total energy**: -1714.73427 Ha

These are the Löwdin partial charges, in e, on atoms 1 to 2: atom 1 (C): -0.19, atom 2 (C): -0.26

=====

No. 6
Below is an isolated molecule of C16H9F6NO3 in a non-equilibrium geometry, with properties calculated with ωB97M-V/def2-TZVPD.

```
35
C16H9F6NO3 | the OMol25 dataset | ωB97M-V/def2-TZVPD
C 3.854 -0.684 -0.652
O 0.128 0.434 -0.959
H 4.242 -2.680 0.230
C -3.401 0.691 1.431
H -0.507 -0.676 2.437
C 2.904 -1.482 -0.055
C -2.668 -1.108 -0.156
C 1.112 0.142 -0.277
O 3.367 0.594 -1.305
H -2.198 0.981 3.206
C 5.545 0.552 -0.877
C 0.568 -2.333 -0.047
C -1.467 -0.480 1.903
F -5.780 0.825 -0.036
O 3.296 -2.847 0.239
H 1.070 -3.173 -0.074
F 0.491 1.576 1.455
H -4.093 1.567 1.352
H 4.394 2.128 -2.104
H 6.583 1.224 -1.129
H -2.729 -1.649 -1.081
C 4.484 1.296 -1.652
C 5.149 -0.571 -0.327
N -0.740 -2.359 0.365
F 1.872 2.298 -0.014
C 1.460 1.266 0.535
C -3.435 0.025 0.077
F -4.371 0.718 -1.845
H 5.722 -1.086 0.044
C -4.631 0.205 -0.765
C 1.660 -1.093 -0.060
F 2.539 0.960 1.482
C -2.322 0.374 2.026
F -5.236 -0.788 -1.253
C -1.474 -1.457 0.611
```

Computed properties:
**HOMO-LUMO gap**: 6.13 eV
**HOMO level**: -0.287 Eh
**LUMO level**: -1.7 eV
**Total energy**: -1494.27473 Ha

These are the Löwdin partial charges, in e, on atoms 1 to 2: atom 1 (C): -0.09, atom 2 (O): 0.17

=====

Repeat the fourth record exactly.
Below is a structure of composition C16H9F5HfN3S5, with properties calculated with ωB97M-V/def2-TZVPD.

```
39
C16H9F5HfN3S5 | the OMol25 dataset | ωB97M-V/def2-TZVPD
H 1.333 3.582 -4.610
S 0.131 0.508 5.073
C 0.004 0.323 3.482
C 1.068 2.392 -1.599
C 0.957 3.265 -3.653
F -1.619 -1.710 0.735
C -0.288 3.279 -3.156
S 1.761 1.784 -0.152
C 3.230 2.524 -2.798
H -1.222 3.587 -3.593
N 1.781 2.720 -2.680
C -2.553 -3.747 0.032
S 1.015 -0.824 2.563
C -0.685 -2.742 -1.172
F 0.135 -3.895 -3.050
S -1.118 1.262 2.476
C -3.809 2.049 0.049
S 0.494 -1.448 -1.356
H 3.744 3.047 -1.995
H -3.095 0.032 0.119
Hf -0.052 0.088 0.575
F -1.662 -5.862 -2.735
H -4.168 4.159 -0.125
F -3.423 -3.678 1.032
C -1.617 -2.759 -0.163
F -3.450 -5.783 -0.709
C -2.566 -4.810 -0.851
H -4.770 1.807 0.478
C -1.648 -4.844 -1.888
H 3.463 1.464 -2.744
C -3.476 3.345 -0.301
C -1.388 2.533 -1.080
N -1.652 1.292 -0.662
C -0.726 -3.825 -2.040
C -2.250 3.589 -0.905
C -2.871 1.056 -0.149
H 3.550 2.924 -3.754
H -1.963 4.580 -1.230
N -0.215 2.731 -1.873
```

Computed properties:
**Charge**: +1
**HOMO-LUMO gap**: 6.65 eV
**Energy above the lowest of the compared OMol25 structures with the same formula, charge and spin**: 4.07 kcal/mol
**HOMO level**: -0.397 Eh
**LUMO level**: -4.1 eV
**Total energy**: -3317.54817 Ha

These are the Löwdin partial charges, in e, on atoms 1 to 2: atom 1 (H): 0.14, atom 2 (S): 0.65

=====

> The lowest total energy belongs to which entry?

C16H8Co2N2O10

=====

> total energy of number 1 (C16H8Co2N2O10)?

-4241.64547 Ha

=====

> What is the total energy in the second record?

-1740.66790 Ha